#one
Molecular formula: C50H59Br2CsN9O4
Method: DFT, ωB97M-V/def2-TZVPD

```
! wB97M-V def2-TZVPD RIJCOSX def2/J DEFGRID3
* xyz -1 1
Cs -0.2609 -0.3590 0.3826
C -3.4450 -0.4034 2.6202
C -3.1513 -1.8546 2.9669
C -2.8504 -2.7805 1.8083
C -3.0712 -4.1207 2.0509
C -3.0825 -4.9835 0.9364
C -2.5566 -4.5514 -0.2296
C -1.8701 -3.2307 -0.2481
N -2.4657 -2.2733 0.6335
N -2.3217 0.5198 2.4992
C -2.8947 1.8262 2.2369
C -1.9437 2.9159 1.8487
C -2.0587 4.1684 2.4432
C -1.2851 5.2116 1.9699
C -0.4244 4.9581 0.9100
C -0.3539 3.6716 0.4107
N -1.1013 2.6750 0.8514
C -1.5188 0.5571 3.7083
C -0.3482 1.4942 3.6171
C -0.1826 2.5622 4.4930
C 0.9393 3.3643 4.3621
C 1.8593 3.0639 3.3689
C 1.6129 1.9788 2.5473
N 0.5430 1.2147 2.6719
H -4.1434 -0.0110 3.3870
H -3.9622 -0.3943 1.6606
H -4.0421 -2.2384 3.4732
H -2.3352 -1.9425 3.6880
H -3.4015 -4.4607 3.0225
H -3.5687 -5.9506 1.0122
H -2.6490 -5.1137 -1.1508
H -1.8586 -2.8299 -1.2758
H -3.4815 2.1775 3.1110
H -3.5823 1.7192 1.3923
H -2.7615 4.3216 3.2509
H -1.3654 6.2014 2.3966
H 0.1547 5.7493 0.4621
H 0.3198 3.4291 -0.3970
H -1.1046 -0.4382 3.8613
H -2.1335 0.8177 4.5921
H -0.9105 2.7627 5.2678
H 1.0899 4.2093 5.0191
H 2.7520 3.6516 3.2472
H 2.2893 1.6982 1.7533
Br -1.9457 2.2622 -2.3811
C -0.9732 1.1007 -3.5713
Br -0.6599 -0.6792 -2.8470
H -0.0089 1.5673 -3.7578
H -1.5535 0.9920 -4.4852
C 7.1766 6.1999 -2.2507
O 6.6494 4.9891 -1.7873
C 6.8756 3.8544 -2.5440
C 7.6611 3.7982 -3.6778
C 7.8035 2.5988 -4.3686
C 7.1629 1.4624 -3.9163
C 6.3830 1.5036 -2.7730
C 6.2199 2.6948 -2.0745
N 5.4878 2.7948 -0.9128
C 4.4574 1.8602 -0.5602
N 4.9364 0.8117 0.1075
C 4.2877 -0.2910 0.7119
C 2.9082 -0.4712 0.6431
C 2.4308 -1.6003 1.3249
C 3.2569 -2.4871 1.9891
C 4.6292 -2.2726 2.0329
C 5.1536 -1.1620 1.4003
O 6.5200 -0.8354 1.3929
C 7.3892 -1.6943 2.0722
N 3.2333 2.0440 -0.8713
C 2.7599 3.1513 -1.5196
C 2.1581 3.0086 -2.7697
C 1.6061 4.0920 -3.4280
C 1.6150 5.3406 -2.8379
C 2.1927 5.5091 -1.5855
C 2.7762 4.4404 -0.9325
O 3.4228 4.5256 0.2835
C 3.2771 5.6895 1.0488
H 6.8296 6.9608 -1.5518
H 6.8118 6.4397 -3.2563
H 8.2739 6.1925 -2.2558
H 8.1666 4.6776 -4.0493
H 8.4086 2.5669 -5.2636
H 7.2633 0.5314 -4.4542
H 5.8804 0.6170 -2.4175
H 5.2413 3.7513 -0.6879
H 5.9343 0.8193 0.2670
H 1.3663 -1.7973 1.3395
H 2.8525 -3.3662 2.4814
H 5.2607 -2.9708 2.5664
H 7.3047 -2.7263 1.7106
H 7.2135 -1.6831 3.1562
H 8.4012 -1.3351 1.8765
H 2.1731 2.0237 -3.2177
H 1.1784 3.9678 -4.4129
H 1.1912 6.1911 -3.3513
H 2.2013 6.4938 -1.1416
H 3.7115 5.4607 2.0215
H 2.2255 5.9519 1.1885
H 3.8119 6.5366 0.6024
C -5.7219 -3.2290 -0.8579
C -5.3374 -1.9583 -1.5177
C -5.9368 -1.2641 -2.5503
C -5.1185 -0.1431 -2.7523
N -4.0930 -0.1647 -1.9118
N -4.2449 -1.2586 -1.1648
C -5.3087 0.9393 -3.7578
H -6.6562 -3.6003 -1.2729
H -5.8361 -3.0773 0.2140
H -4.9372 -3.9719 -0.9996
H -6.8381 -1.5162 -3.0765
H -3.5524 -1.5336 -0.4228
H -6.2885 0.8473 -4.2233
H -4.5482 0.8710 -4.5344
H -5.2145 1.9145 -3.2845
C 0.3416 -4.7618 -1.6255
C 0.3883 -4.3549 -0.1495
C 0.1456 -5.5568 0.7750
O -0.4358 -3.2597 0.1634
H 1.1344 -5.4757 -1.8381
H 0.4762 -3.8848 -2.2558
H -0.6140 -5.2176 -1.8640
H 1.4014 -3.9777 0.0589
H -0.7426 -6.1011 0.4714
H -0.0119 -5.1914 1.7876
H 1.0043 -6.2245 0.7590
*
```

- Gap between HOMO and LUMO: 5.18 eV

---

#two
Molecular formula: C50H59Br2CsN9O4
Method: DFT, ωB97M-V/def2-TZVPD

```
! wB97M-V def2-TZVPD RIJCOSX def2/J DEFGRID3
* xyz -1 1
Cs -0.8836 0.2416 -0.1820
C -2.9705 -4.3995 -2.2178
C -4.3440 -3.8292 -2.5795
C -4.8668 -2.8134 -1.6049
C -5.9515 -3.1033 -0.7821
C -6.3917 -2.1448 0.1180
C -5.7138 -0.9404 0.1865
C -4.6352 -0.7368 -0.6700
N -4.2304 -1.6403 -1.5612
N -1.8034 -3.5518 -2.4461
C -0.6405 -4.3516 -2.0938
C 0.6815 -3.6498 -1.8705
C 1.8363 -4.1719 -2.4414
C 3.0620 -3.6115 -2.1147
C 3.0901 -2.5434 -1.2378
C 1.8866 -2.0648 -0.7329
N 0.7077 -2.6119 -1.0353
C -1.8009 -3.0601 -3.8192
C -0.5003 -2.4523 -4.2733
C 0.2694 -3.0898 -5.2398
C 1.4778 -2.5287 -5.6210
C 1.8771 -1.3504 -5.0189
C 1.0291 -0.7701 -4.0832
N -0.1395 -1.2913 -3.7232
H -2.8536 -5.3383 -2.7972
H -2.9711 -4.6690 -1.1586
H -5.0361 -4.6740 -2.6107
H -4.3382 -3.3963 -3.5807
H -6.4364 -4.0692 -0.8507
H -7.2386 -2.3443 0.7642
H -5.9791 -0.1632 0.8899
H -4.0673 0.1822 -0.5641
H -0.4824 -5.1666 -2.8273
H -0.8850 -4.8334 -1.1425
H 1.7694 -5.0025 -3.1333
H 3.9770 -4.0058 -2.5417
H 4.0221 -2.0817 -0.9410
H 1.8553 -1.2221 -0.0369
H -2.5721 -2.2922 -3.9000
H -2.0539 -3.8771 -4.5233
H -0.0721 -4.0236 -5.6685
H 2.0996 -3.0117 -6.3653
H 2.8165 -0.8730 -5.2646
H 1.3056 0.1627 -3.6076
Br -2.6170 2.5077 -3.1164
C -2.8830 3.4635 -1.4496
Br -1.2644 4.3282 -0.8513
H -3.1705 2.7417 -0.6638
H -3.6186 4.2404 -1.6143
C 0.5409 3.6479 2.4440
O 1.5566 3.8058 1.4620
C 2.6537 4.5222 1.7856
C 2.7223 5.4124 2.8471
C 3.8762 6.1616 3.0605
C 4.9648 6.0184 2.2211
C 4.9161 5.0929 1.1829
C 3.7807 4.3319 0.9558
N 3.7115 3.3952 -0.0834
C 3.2205 2.0851 0.1105
N 3.4340 1.6260 1.3749
C 2.5780 0.8787 2.2536
C 1.5578 0.0489 1.8193
C 0.8206 -0.5452 2.8625
C 1.0727 -0.3432 4.2123
C 2.1109 0.5013 4.6011
C 2.8622 1.1118 3.6126
O 3.9019 1.9908 3.8838
C 4.0024 2.4938 5.1933
N 2.7107 1.4128 -0.8577
C 2.6220 2.0083 -2.1212
C 1.4094 2.4623 -2.6371
C 1.3111 3.0077 -3.9085
C 2.4336 3.0879 -4.7190
C 3.6528 2.6314 -4.2338
C 3.7494 2.1113 -2.9517
O 5.0058 1.7824 -2.4865
C 5.1771 0.3988 -2.1853
H -0.1408 2.8992 2.0539
H -0.0029 4.5829 2.6047
H 0.9649 3.2840 3.3833
H 1.8649 5.5378 3.4930
H 3.9112 6.8618 3.8856
H 5.8621 6.6023 2.3806
H 5.7783 4.9362 0.5448
H 4.3019 3.5330 -0.8870
H 4.0197 2.2548 1.9036
H -0.0145 -1.2097 2.6236
H 0.4662 -0.8284 4.9721
H 2.3161 0.6726 5.6493
H 4.7701 3.2652 5.1696
H 4.2942 1.7149 5.9048
H 3.0559 2.9346 5.5225
H 0.5259 2.4117 -2.0161
H 0.3481 3.3568 -4.2593
H 2.3665 3.5045 -5.7160
H 4.5560 2.6928 -4.8290
H 6.1746 0.3003 -1.7614
H 5.1092 -0.1914 -3.1046
H 4.4298 0.0608 -1.4683
C -4.5678 -2.6087 3.7566
C -3.3537 -2.9994 2.9837
C -2.1519 -3.5405 3.3812
C -1.3957 -3.6877 2.1944
N -2.0849 -3.2654 1.1460
N -3.2661 -2.8565 1.6462
C -0.0031 -4.2003 2.0339
H -4.5075 -3.0135 4.7656
H -5.4735 -2.9980 3.2869
H -4.6652 -1.5248 3.8275
H -1.8552 -3.7861 4.3877
H -3.9429 -2.4269 1.0363
H 0.0926 -5.2283 2.3897
H 0.7015 -3.5817 2.5936
H 0.2829 -4.1552 0.9845
C -3.7954 1.0148 3.0279
C -3.2629 2.0554 2.0338
C -4.1278 3.3226 2.0954
O -3.1905 1.5467 0.7650
H -3.8121 1.3855 4.0590
H -3.1632 0.1235 2.9917
H -4.8146 0.7279 2.7453
H -2.2620 2.3518 2.4287
H -5.1380 3.0838 1.7459
H -3.7148 4.0913 1.4373
H -4.1930 3.7372 3.1074
*
```

- Gap between HOMO and LUMO: 5.75 eV

---

Energies in kcal/mol, measured from the most stable structure: #one 42.1; #two 0.0.

---

#one
Molecular formula: C5H4N2
Method: DFT, ωB97M-V/def2-TZVPD

```
! wB97M-V def2-TZVPD RIJCOSX def2/J DEFGRID3
* xyz 0 1
C -2.5403 1.1103 -0.0703
C -0.1668 0.6543 1.0660
C 1.1529 -0.0390 0.7166
C -1.3037 0.9250 0.5827
C 0.7900 -0.2232 -0.7498
N -3.3010 0.7279 -0.8313
N 0.4195 -1.3920 -1.0774
H 0.5692 -1.9190 -0.2462
H 1.0784 -1.0139 1.2113
H 2.0301 0.5585 0.8751
H 1.2718 0.6110 -1.4766
*
```

- Gap between HOMO and LUMO: 10.00 eV
- SMILES string: [H]/N=C\CC#CC#N

---

#two
Molecular formula: C5H4N2
Method: DFT, ωB97M-V/def2-TZVPD

```
! wB97M-V def2-TZVPD RIJCOSX def2/J DEFGRID3
* xyz 0 1
C -0.2585 0.9782 -1.0249
C -1.6095 0.9525 -0.6281
C -0.8590 0.3763 0.4609
C 0.5643 0.7594 0.2113
N 1.1530 -0.5399 0.1362
N 0.3027 -1.5313 0.5194
C -0.8367 -1.0067 0.8765
H 0.2069 0.7912 -2.0017
H 1.1330 1.5328 0.7284
H 1.8838 -0.7357 -0.5314
H -1.6799 -1.5768 1.2534
*
```

- Gap between HOMO and LUMO: 8.94 eV

---

#three
Molecular formula: C5H4N2
Method: DFT, ωB97M-V/def2-TZVPD

```
! wB97M-V def2-TZVPD RIJCOSX def2/J DEFGRID3
* xyz 0 1
C 2.1065 0.1350 -0.2824
C 1.5434 -0.7185 0.3868
C 0.1517 -0.7053 0.7896
C -0.7759 -1.0702 -0.1835
C -1.3349 0.1501 -0.5849
N -0.9173 1.1686 0.1725
N -0.1418 0.6047 1.0963
H 1.6378 0.9428 -0.8485
H -0.8760 -2.0372 -0.6541
H -1.9322 0.3479 -1.4644
H 0.5387 1.1819 1.5726
*
```

- Gap between HOMO and LUMO (alpha / beta): 8.64 / 8.64 eV
- SMILES string: C#Cc1ccn[nH]1

---

#four
Molecular formula: C5H4N2
Method: DFT, ωB97M-V/def2-TZVPD

```
! wB97M-V def2-TZVPD RIJCOSX def2/J DEFGRID3
* xyz 0 1
C -1.1716 -1.4552 1.0510
C -0.0854 -0.8703 0.7838
C 1.1099 -0.1382 1.0475
C 1.0840 1.0665 0.4501
N 0.2239 1.3732 -0.6215
N -0.2900 0.3754 -1.3376
C -0.3985 -0.7712 -0.7420
H -2.0871 -1.9911 1.2084
H 1.7734 1.8708 0.6913
H 0.4411 2.1853 -1.1881
H -0.5996 -1.6451 -1.3429
*
```

- Gap between HOMO and LUMO (alpha / beta): 7.18 / 7.18 eV

---

Energies in kcal/mol, measured from the most stable structure: #one 0.0; #two 28.8; #three 25.2; #four 54.2.

---

#one
Molecular formula: C8H14N2O4
Method: DFT, ωB97M-V/def2-TZVPD

```
! wB97M-V def2-TZVPD RIJCOSX def2/J DEFGRID3
* xyz 0 1
C -1.9318 0.3292 -0.4769
C -0.5525 0.6257 0.0000
C -3.0251 0.8942 0.5327
C -4.2025 -0.0015 0.3855
C -3.6718 -1.1844 -0.5827
C 1.6355 -0.3955 0.3721
C 2.4920 0.7418 -0.3277
C 2.3548 -1.6907 0.2392
H -1.8932 -1.4704 0.3935
H -2.2229 0.6895 -1.4468
H -3.4445 1.9151 0.3061
H -2.5914 0.8768 1.5958
H -5.1543 0.4248 0.0264
H -4.4855 -0.5460 1.3701
H -3.9659 -1.0615 -1.5911
H -4.0994 -2.1212 -0.1451
H 0.0178 -1.1108 -0.8610
H 1.6295 -0.0543 1.4484
H 2.2806 -1.9212 -0.8368
H 1.8180 -2.4348 0.8903
H 4.0814 -0.9052 0.1169
H 1.1620 2.0896 0.2093
N -2.2427 -1.1647 -0.5085
N 0.3247 -0.3621 -0.1789
O -0.2137 1.5921 0.7493
O 3.4442 0.4819 -0.9898
O 3.6358 -1.5190 0.8082
O 2.0964 1.9955 -0.2575
*
```

- Gap between HOMO and LUMO: 10.44 eV
- SMILES string: O=C(O)[C@H](CO)NC(=O)[C@@H]1CCCN1

---

#two
Molecular formula: C8H14N2O4
Method: DFT, ωB97M-V/def2-TZVPD

```
! wB97M-V def2-TZVPD RIJCOSX def2/J DEFGRID3
* xyz 0 1
C 1.1045 -0.8534 -0.5016
C -0.3128 -1.2648 -0.9412
C 1.3095 -0.6772 1.0699
C 2.7230 -0.0206 1.0756
C 2.7176 0.8253 -0.2571
C -1.9772 0.4918 -0.2701
C -1.4171 1.9145 -0.1595
C -2.3060 -0.3223 0.9331
H 0.9225 0.8721 -1.4323
H 1.6953 -1.7060 -0.7920
H 1.2438 -1.6822 1.5871
H 0.5837 0.0130 1.6948
H 3.4296 -0.8257 0.9613
H 2.9474 0.4559 2.0504
H 3.6898 0.6467 -0.7110
H 2.6411 1.9062 -0.2095
H -1.8194 -0.6319 -1.9888
H -3.0006 0.6233 -0.6390
H -2.7058 0.4268 1.7437
H -1.4149 -0.9100 1.3508
H -3.2119 -2.1127 0.9295
H -1.0754 1.4229 -1.8883
N 1.6948 0.2793 -1.1293
N -1.1785 -0.2063 -1.3467
O -0.6516 -2.4149 -1.1096
O -1.3854 2.6687 0.7613
O -3.3411 -1.2060 0.6017
O -0.9050 2.2874 -1.3834
*
```

- Gap between HOMO and LUMO: 9.54 eV
- SMILES string: O=C(O)[C@H](CO)NC(=O)[C@@H]1CCCN1

---

Energies in kcal/mol, measured from the most stable structure: #one 0.0; #two 18.0.